A molecular structure, C3H5AgLiO3 in a non-equilibrium geometry, computed with the ωB97M-V functional and the def2-TZVPD basis.

## Properties
Strongest force on any atom in eV/A: 1.76
HOMO energy in eV: -2.15
Energy relative to the best compared isomer or geometry (same formula, charge and spin) in kcal/mol: 13.1
Total charge: -1

```
13
Properties=species:S:1:pos:R:3:mulliken_charge:R:1
O -1.67 -1.38 0.00 -0.4549
C -2.49 -0.21 -0.01 0.0828
C -1.57 1.01 0.02 -0.6251
O -2.23 2.17 0.22 -0.8080
H -2.15 -2.14 0.37 0.2554
H -3.14 -0.22 0.89 0.2690
H -3.16 -0.17 -0.88 0.2226
H -0.96 0.94 -0.93 0.1394
H -0.79 0.83 0.82 0.1265
O 6.46 0.31 0.00 0.2327
C 7.34 1.00 0.20 0.0022
Ag 4.18 -1.07 -0.47 -0.7152
Li 0.18 -1.08 -0.23 0.2726
```